No. 1
Below is the ion C3H4NO2 with charge -1 in a non-equilibrium geometry, with properties calculated with ωB97M-V/def2-TZVPD.

XYZ file:
```
10
C3H4NO2 ωB97M-V/def2-TZVPD
C 0.86 0.60 -0.03
C -0.15 0.33 1.05
C 0.19 -0.04 -1.14
N -1.22 0.29 -0.04
O -1.92 1.35 -0.22
O 1.71 1.49 -0.05
H -0.13 -0.66 1.52
H -0.24 1.12 1.80
H 0.33 0.39 -2.13
H 0.07 -1.12 -1.15
```

Computed properties:
SMILES string: O=C1CN([O-])C1
Calculated total energy, hartree: -321.84262
Gap between HOMO and LUMO (alpha / beta), eV: 6.366 / 6.367
Lowest unoccupied orbital energy (alpha / beta), eV: 4.48 / 4.48
Charge: -1

The net atomic charges from Mulliken, expressed in e, are: C 0.2872; C -0.3859; C -0.6158; N -0.1074; O -0.6667; O -0.6252; H 0.1991; H 0.3451; H 0.3252; H 0.2444

***

No. 2
Below is a structure of composition C55H55As3N4Ru in a non-equilibrium geometry, with properties calculated with ωB97M-V/def2-TZVPD.

XYZ file:
```
118
C55H55As3N4Ru ωB97M-V/def2-TZVPD
Ru -0.11 -0.21 0.95
C 5.93 3.76 0.00
C 5.40 3.65 1.28
C 4.50 2.65 1.58
C 4.12 1.70 0.61
C 4.65 1.84 -0.69
C 5.54 2.86 -0.98
C 3.09 0.72 0.87
C 2.67 -0.23 -0.13
C 3.52 -1.04 -0.94
C 2.74 -2.00 -1.52
C 1.39 -1.73 -1.13
C 0.23 -2.36 -1.57
C 0.31 -3.57 -2.40
C -0.36 -4.72 -1.96
C -0.28 -5.89 -2.69
C 0.42 -5.91 -3.89
C 1.06 -4.77 -4.35
C 1.03 -3.61 -3.60
C -1.09 -1.90 -1.25
N -1.42 -1.03 -0.26
C -2.78 -0.80 -0.31
C -3.45 -0.15 0.76
C -4.75 0.51 0.65
C -5.71 0.22 -0.33
C -6.88 0.94 -0.44
C -7.14 1.99 0.44
C -6.21 2.31 1.42
C -5.03 1.59 1.51
C -2.85 -0.18 2.06
C -3.55 -0.36 3.29
C -2.60 -0.62 4.26
C -1.33 -0.56 3.63
N -1.51 -0.27 2.30
C -0.07 -0.71 4.27
C 1.13 -0.26 3.70
C 2.40 -0.08 4.33
C 3.24 0.48 3.40
C 2.52 0.56 2.18
N 1.24 0.14 2.39
C -0.06 -1.46 5.54
C -0.70 -2.72 5.53
C -0.61 -3.57 6.62
C 0.11 -3.18 7.74
C 0.70 -1.93 7.78
C 0.62 -1.08 6.69
C -3.29 -1.51 -1.43
C -2.26 -2.22 -1.98
N 1.40 -0.66 -0.26
H 6.63 4.55 -0.23
H 5.68 4.36 2.04
H 4.07 2.61 2.57
H 4.35 1.16 -1.47
H 5.93 2.95 -1.99
H 4.60 -0.95 -0.98
H 3.07 -2.82 -2.12
H -0.90 -4.69 -1.03
H -0.77 -6.78 -2.33
H 0.46 -6.82 -4.48
H 1.59 -4.80 -5.29
H 1.53 -2.71 -3.95
H -5.57 -0.62 -1.00
H -7.60 0.68 -1.20
H -8.07 2.54 0.36
H -6.40 3.12 2.10
H -4.30 1.89 2.25
H -4.62 -0.35 3.42
H -2.78 -0.84 5.30
H 2.66 -0.35 5.34
H 4.29 0.71 3.54
H -1.24 -3.04 4.64
H -1.09 -4.53 6.58
H 0.20 -3.85 8.58
H 1.24 -1.61 8.66
H 1.05 -0.09 6.76
H -4.31 -1.55 -1.78
H -2.31 -2.88 -2.84
C 1.12 3.70 -0.17
As -0.26 2.31 -0.07
C -1.03 2.91 1.63
C -1.78 2.93 -1.19
C -1.66 3.37 -2.68
C -2.89 2.83 -3.40
C -0.38 2.92 -3.38
As 0.00 0.98 -3.44
C -0.73 0.58 -5.23
C 1.86 1.24 -4.00
C -1.68 4.91 -2.66
As -1.49 6.08 -4.28
C 0.44 5.97 -4.62
C -2.09 5.05 -5.84
H 0.66 4.68 -0.16
H 1.76 3.60 -1.05
H 1.74 3.59 0.72
H -1.16 3.99 1.65
H -0.36 2.62 2.45
H -1.99 2.43 1.80
H -2.20 3.76 -0.62
H -2.48 2.09 -1.09
H -2.94 1.74 -3.30
H -2.87 3.07 -4.47
H -3.80 3.26 -2.98
H 0.48 3.38 -2.88
H -0.39 3.28 -4.41
H -0.38 1.30 -5.97
H -1.81 0.59 -5.21
H -0.40 -0.41 -5.53
H 1.94 2.04 -4.74
H 2.28 0.33 -4.43
H 2.47 1.51 -3.13
H -0.87 5.27 -2.01
H -2.61 5.25 -2.20
H 1.00 6.25 -3.72
H 0.68 6.69 -5.40
H 0.75 4.98 -4.95
H -3.16 4.88 -5.81
H -1.56 4.10 -5.95
H -1.86 5.67 -6.71
```

Computed properties:
Expectation value of S²: 6.13
2S+1: 5
Calculated total energy, hartree: -9149.51370
Gap between HOMO and LUMO (alpha / beta), eV: 4.867 / 4.107
Lowest unoccupied orbital energy (alpha / beta), eV: -7.04 / -7.81
Charge: +2

Atomic partial charges in e from the Mulliken method, atoms 1 to 99: Ru -0.4897; C -0.4846; C -1.1075; C -0.5513; C 1.2456; C -0.1502; C -1.0619; C 0.2016; C 0.3286; C -1.1650; C -1.2031; C -0.5332; C 1.5185; C 0.1339; C -0.2075; C -0.9342; C -0.4970; C -0.9357; C -0.1612; C 0.1037; N 0.5420; C 0.7454; C 1.5701; C 0.9196; C -0.6781; C -1.0059; C -0.5102; C -1.1485; C 0.0246; C -1.0226; C -1.3428; C -1.2811; C -0.2350; N 0.9505; C 1.4528; C -0.3626; C -1.1486; C -1.4506; C 0.1171; N 0.7200; C -0.0175; C -0.1884; C -0.9133; C -0.4428; C -0.8645; C -0.3140; C -1.2602; C -1.7876; N 0.8983; H 0.4333; H 0.4441; H 0.5328; H 0.1566; H 0.4575; H 0.7832; H 0.8716; H 0.4892; H 0.4223; H 0.4263; H 0.4412; H 0.5371; H 0.4551; H 0.4818; H 0.4570; H 0.4511; H 0.3927; H 0.7043; H 0.7386; H 0.7948; H 0.7678; H 0.4575; H 0.4070; H 0.4154; H 0.4099; H 0.6091; H 0.5585; H 0.7205; C -1.4874; As 2.2736; C -1.3301; C -1.9621; C 3.2377; C -1.9261; C -2.0581; As 0.9325; C -1.3900; C -1.1814; C -1.8219; As 0.3065; C -1.0000; C -0.9803; H 0.5350; H 0.3101; H 0.5500; H 0.6285; H 0.2983; H 0.0477; H 0.5537; H 0.0275

***

No. 3
Below is an isolated molecule of C3H4IN2OP in a non-equilibrium geometry, with properties calculated with ωB97M-V/def2-TZVPD.

XYZ file:
```
12
C3H4IN2OP ωB97M-V/def2-TZVPD
C 0.71 -1.29 -1.13
C -0.71 -1.47 -1.16
C 1.23 -0.05 -0.92
N -1.52 -0.50 -1.01
N 0.89 2.45 0.08
O -2.73 -0.41 -1.24
P 0.26 1.45 -1.14
I 3.15 -0.13 0.13
H 1.19 -2.09 -0.67
H -1.08 -2.46 -1.12
H 1.32 2.06 0.88
H 0.98 3.47 0.06
```

Computed properties:
SMILES string: N/P=C(I)/C=C\N=O
Calculated total energy, hartree: -940.36911
Gap between HOMO and LUMO (alpha / beta), eV: 7.046 / 6.977
Lowest unoccupied orbital energy (alpha / beta), eV: -1.22 / -1.20

The net atomic charges from Mulliken, expressed in e, are: C -0.4535; C -0.0982; C 0.0125; N 0.0012; N -0.3740; O -0.4973; P 0.2064; I 0.0060; H 0.3137; H 0.4381; H 0.2179; H 0.2272

***

No. 4
Below is a cluster of 2 separate species, C8H13BrCl2NO5S in total, with properties calculated with ωB97M-V/def2-TZVPD.

XYZ file:
```
31
C8H13BrCl2NO5S ωB97M-V/def2-TZVPD
C -2.81 1.09 -2.89
C -2.57 1.42 -1.44
O -3.44 1.55 -0.63
O -1.26 1.59 -1.15
C -0.79 1.00 0.08
C 0.60 0.45 -0.18
Cl 1.64 1.88 -0.61
C 1.20 -0.17 1.10
C 0.23 -1.09 1.90
N -0.51 -0.30 2.88
C 2.55 -0.85 0.83
S 2.52 -1.98 -0.51
O 3.84 -2.24 -0.98
O 1.68 -3.08 -0.20
O 1.87 -1.06 -1.66
C 0.62 -0.44 -1.44
Cl -0.72 -1.62 -1.51
H -3.83 1.37 -3.13
H -2.12 1.63 -3.54
H -2.69 0.01 -3.03
H -0.79 1.73 0.90
H -1.47 0.20 0.36
H 1.42 0.66 1.76
H 0.85 -1.82 2.43
H -0.44 -1.63 1.23
H -1.51 -0.33 2.69
H -0.27 0.69 2.77
H 2.85 -1.43 1.70
H 3.34 -0.13 0.61
H 0.47 0.20 -2.30
Br -0.47 2.67 3.95
```

Computed properties:
Calculated total energy, hartree: -4636.28758
Gap between HOMO and LUMO, eV: 6.693
Lowest unoccupied orbital energy, eV: 2.47
Charge: -1

The net atomic charges from Mulliken, expressed in e, are: C -1.0360; C 0.8108; O -0.5303; O -0.2775; C -1.1431; C 1.0442; Cl -0.1993; C -0.2872; C -0.6387; N -0.6069; C -1.1939; S 1.2623; O -0.6888; O -0.5838; O -0.4052; C -0.3692; Cl -0.1720; H 0.3564; H 0.3266; H 0.1860; H 0.4919; H 0.4062; H 0.6357; H 0.3858; H 0.2361; H 0.3247; H -0.0219; H 0.4657; H 0.4238; H 0.6465; Br -0.8489

***

What is the calculated total energy in the second record?
-9149.51370 hartree

***

Which value of calculated total energy does entry 3 give?
-940.36911 hartree

***

Number 3 is which compound?
C3H4IN2OP